No. 1
3 unconnected molecules or ions with the total composition CH5NO2. Source: OMol25; level of theory: wB97M-V/def2-TZVPD.

Geometry as XYZ:
```
9
Properties=species:S:1:pos:R:3:forces:R:3:nbo_charge:R:1
C -0.482132 -0.429335 0.078203 -2.8 3.0 1.5 0.6014
N -1.594069 0.455354 -0.070681 1.1 0.2 0.9 -0.8788
O -0.518489 -1.449159 -0.508081 2.4 -0.6 0.2 -0.5212
H 0.440164 0.521923 1.181734 -1.8 -2.7 -2.3 0.0362
H -2.218175 0.176333 -0.818429 0.0 -0.4 0.2 0.3824
H -2.063689 0.509317 0.828937 0.0 0.6 -0.2 0.3892
H 2.810866 0.434037 0.056608 -0.3 -0.2 0.1 0.4694
H 1.435071 -0.316847 -0.149190 1.2 0.3 0.0 0.4684
O 2.190457 0.098374 -0.599105 0.1 -0.1 -0.4 -0.9470
```
Forces are in eV/Å.

The value obtained for the relative energy (zero: lowest compared OMol25 entry of this formula, charge and spin) is 344.2 kJ/mol.



No. 2
5 unconnected molecules or ions with the total composition C25H55NO17PS4. Source: OMol25; level of theory: wB97M-V/def2-TZVPD.

Geometry as XYZ:
```
103
Properties=species:S:1:pos:R:3:forces:R:3:lowdin_charge:R:1
C 1.854133 2.285453 0.298609 -0.5 0.5 0.1 -0.0102
O 1.337926 3.635002 0.465498 0.1 0.3 -0.1 -0.1667
C 0.224351 3.782612 -0.321724 0.1 -1.1 0.3 -0.2256
N -0.590040 4.973868 0.104302 0.0 0.1 -0.5 -0.1804
C 0.208841 6.091087 0.727464 0.7 1.3 -0.3 -0.0984
C 1.383569 6.627996 -0.119612 0.2 0.0 0.2 -0.1025
C 2.661158 6.820388 0.683311 -0.9 0.2 -0.8 -0.2258
C 3.103476 5.946261 1.634178 -0.6 -1.3 0.6 -0.0583
C 4.257174 6.161047 2.345047 0.0 -0.4 0.3 -0.0682
C 4.978857 7.298439 2.106612 0.7 -0.3 0.7 -0.0786
C 4.538012 8.175533 1.151349 1.2 1.3 -0.1 -0.0812
C 3.406193 7.951633 0.427342 -0.4 0.2 -0.4 -0.0447
C -1.708694 4.600551 1.073817 0.3 -0.2 0.8 -0.0799
C -1.222040 3.882455 2.342532 -1.6 -0.4 0.6 -0.3732
C -2.375213 2.960149 2.818855 0.8 -0.4 -0.1 -0.0161
O -0.970663 4.771114 3.428281 0.6 0.1 -0.5 -0.0140
P -1.465922 5.552078 -1.347662 -2.1 0.1 -0.5 0.4534
O -2.454323 6.547476 -1.002719 0.1 0.6 0.6 -0.1723
O -0.414822 5.950926 -2.451786 0.2 -0.4 0.3 -0.0645
O -2.214994 4.245139 -1.885246 1.6 0.0 0.1 -0.0593
H 1.804058 2.027229 -0.760974 0.3 -0.2 0.1 0.0998
H 2.873182 2.277847 0.666830 0.0 0.0 0.0 0.1098
H 1.203131 1.624505 0.865835 0.2 -0.2 0.0 0.0719
H 0.498865 3.856356 -1.385805 0.0 0.3 0.1 0.1385
H -0.425236 2.902056 -0.206101 -0.2 0.2 -0.1 0.1523
H -0.496182 6.914157 0.857761 -0.2 -0.2 0.0 0.1392
H 0.580580 5.843830 1.718812 -0.2 -0.7 -0.1 0.1221
H 1.119556 7.620160 -0.487283 -0.2 -0.1 -0.2 0.1177
H 1.582807 6.020432 -1.005469 0.0 -0.1 0.2 0.1152
H 2.548552 5.046961 1.876808 -0.1 0.1 -0.2 0.1035
H 4.552835 5.417170 3.070556 0.2 0.1 0.1 0.1134
H 5.873070 7.479229 2.688569 0.0 0.2 -0.1 0.1138
H 5.122941 9.072940 0.985957 -0.1 0.0 -0.1 0.1147
H 3.090689 8.655069 -0.332757 0.0 0.1 0.0 0.1192
H -2.464978 3.986719 0.591187 0.3 0.0 -0.4 0.1256
H -2.199893 5.532228 1.355920 0.0 0.0 -0.1 0.1421
H -0.362931 3.227747 2.188456 0.2 0.4 -0.2 0.1381
H -2.829118 2.409958 1.992413 -0.2 0.1 0.1 0.0834
H -3.098318 3.515171 3.411012 -0.1 0.0 -0.2 0.0944
H -1.915971 2.205835 3.459110 -0.2 0.1 0.2 0.0878
H -1.149397 5.673890 3.150027 0.0 0.0 0.2 0.0867
H -0.905239 6.464095 -3.118629 0.3 0.2 -0.1 0.1325
H -1.577066 3.748279 -2.426873 -0.5 -0.4 -0.1 0.1020
O 1.001950 -0.549386 0.269952 -0.1 0.1 0.3 -0.2966
S -0.022766 -1.553914 0.173731 -0.1 -0.9 -0.7 0.5738
O -1.104891 -1.582754 1.110905 0.1 0.4 0.2 -0.2787
O 0.652410 -2.981783 0.101434 -0.1 0.3 -0.1 -0.2525
C 1.558933 -3.373036 1.164092 0.4 -0.3 0.7 -0.2234
C 0.827279 -3.704201 2.447738 -0.2 0.2 -0.2 -0.0767
C -0.690567 -1.537416 -1.453040 0.0 0.0 -0.1 -0.1198
H 2.306809 -2.593297 1.318597 -0.1 0.1 -0.2 0.1159
H 2.081556 -4.255595 0.800498 -0.1 0.1 -0.3 0.1236
H 0.341055 -2.822850 2.861005 0.0 0.0 0.0 0.0464
H 1.519980 -4.087167 3.196048 0.0 -0.1 -0.1 0.0951
H 0.053154 -4.447890 2.270664 0.1 -0.1 0.0 0.0840
H 0.123739 -1.539492 -2.172186 0.0 0.0 0.0 0.0779
H -1.281137 -0.629219 -1.555020 0.0 0.0 0.0 0.0661
H -1.326954 -2.408808 -1.581044 0.0 0.0 0.0 0.0834
O -1.088480 -4.717995 4.552242 0.1 -0.1 0.2 -0.2765
S -1.741673 -3.779325 5.413734 -0.5 0.3 -0.1 0.5723
O -1.246825 -3.528648 6.730264 0.2 -0.1 0.0 -0.2685
O -3.286119 -4.146605 5.492672 0.0 0.2 -0.1 -0.2617
C -3.646927 -5.481668 5.906533 -0.1 -0.6 0.3 -0.2481
C -3.447138 -5.705198 7.392539 0.2 0.2 0.1 -0.0728
C -1.924380 -2.238079 4.579907 -0.1 0.0 -0.1 -0.1249
H -3.093667 -6.214370 5.316555 0.1 0.1 -0.1 0.1153
H -4.700348 -5.594833 5.657418 0.0 0.3 -0.1 0.1214
H -2.393532 -5.655426 7.663466 0.0 0.0 0.0 0.0705
H -3.823223 -6.687077 7.680305 -0.1 0.0 -0.1 0.0832
H -3.967880 -4.940351 7.968897 -0.1 0.0 0.0 0.0856
H -2.326496 -2.414289 3.585413 0.0 0.0 0.0 0.0693
H -0.936090 -1.789089 4.513632 0.0 -0.1 0.0 0.0691
H -2.584462 -1.602950 5.165306 0.0 0.0 0.0 0.0753
O 3.423630 -8.800493 -1.184399 -0.1 0.1 0.2 -0.2676
S 3.976434 -7.688111 -1.890710 0.3 -0.1 -0.5 0.5680
O 4.035439 -6.393161 -1.283270 -0.1 0.0 0.2 -0.2858
O 3.250768 -7.565838 -3.303558 0.2 0.0 0.0 -0.2624
C 1.814277 -7.460744 -3.313241 -0.7 0.1 0.1 -0.2493
C 1.335113 -6.098103 -2.855026 0.1 0.2 0.2 -0.0768
C 5.576279 -8.104697 -2.494052 0.0 0.0 -0.1 -0.1197
H 1.378139 -8.258131 -2.709021 0.2 0.0 0.1 0.1171
H 1.506872 -7.632511 -4.343092 0.3 -0.1 -0.1 0.1224
H 1.582133 -5.927797 -1.807909 0.0 0.0 0.0 0.0608
H 0.253164 -6.014504 -2.963045 0.0 -0.1 -0.1 0.0814
H 1.813878 -5.307356 -3.433585 -0.1 0.0 -0.1 0.0846
H 5.528585 -9.073592 -2.983240 0.0 0.0 0.0 0.0768
H 6.242517 -8.145052 -1.635018 -0.1 0.0 0.0 0.0782
H 5.902953 -7.331262 -3.184182 0.0 0.0 0.0 0.0754
O -1.295190 -1.983527 -5.995843 0.0 -0.2 0.3 -0.2620
S -1.621765 -0.613361 -5.762530 -0.1 0.3 -0.6 0.5612
O -1.729446 -0.109738 -4.422605 0.1 -0.1 0.2 -0.3020
O -2.939658 -0.247905 -6.563848 0.1 0.1 0.0 -0.2603
C -4.124308 -1.045119 -6.336714 -0.6 -0.4 0.2 -0.2393
C -4.778228 -0.752355 -5.000972 0.2 0.1 0.2 -0.0731
C -0.518274 0.417023 -6.668574 0.0 0.1 0.0 -0.1195
H -3.881886 -2.103997 -6.437287 0.2 0.1 0.0 0.1185
H -4.809571 -0.792538 -7.142945 0.2 0.2 -0.1 0.1246
H -4.137770 -1.049747 -4.171479 0.0 0.0 0.0 0.0652
H -5.717511 -1.297876 -4.913451 0.0 0.0 -0.1 0.0856
H -4.974358 0.315061 -4.895422 -0.1 0.0 -0.1 0.0842
H -0.455909 0.054513 -7.690712 0.0 0.0 0.0 0.0795
H 0.453766 0.353273 -6.183670 0.0 -0.1 0.0 0.0765
H -0.886298 1.439283 -6.636671 0.0 0.0 0.0 0.0727
```
Forces are in eV/Å.

The total charge is +1.



No. 3
A gas-phase ion, C17H16N3O2 (charge +1). Source: OMol25; level of theory: wB97M-V/def2-TZVPD.

Geometry as XYZ:
```
38
Properties=species:S:1:pos:R:3:forces:R:3:nbo_charge:R:1
C -5.110573 0.009911 2.528570 0.3 0.1 -0.7 -0.2585
O -4.529950 -0.278384 1.201096 0.5 0.3 0.0 -0.4898
C -3.368489 0.266301 0.733377 0.7 0.1 0.0 0.3664
C -2.761196 -0.215109 -0.472939 0.1 -0.1 0.6 -0.2602
C -1.470435 0.177468 -0.858880 0.3 0.1 0.5 -0.1644
C -0.685010 1.070619 -0.079470 -0.9 0.0 -0.2 -0.1467
C 0.736360 1.536195 -0.499540 -1.5 1.0 -1.5 0.0954
O 0.774346 2.937641 -0.152168 1.4 -1.3 0.6 -0.5266
C 1.306295 3.881323 -1.085959 0.2 0.3 -0.6 -0.2568
C 1.824963 0.572887 0.090249 -0.4 -1.8 1.6 -0.0764
N 3.220830 1.156033 -0.241594 0.4 7.1 -1.0 0.1044
N 3.516297 2.213384 -0.542112 0.2 -5.1 1.3 0.3383
C 2.081559 -0.908281 -0.164431 -0.1 -1.3 -0.9 -0.0992
C 1.795269 -1.959938 0.728661 -0.5 -0.1 -0.1 -0.1629
C 1.871298 -3.312639 0.324381 -0.1 0.3 0.1 -0.1482
C 2.287944 -3.666305 -0.967431 0.2 1.1 0.4 -0.1240
C 2.233280 -5.044885 -1.385717 0.4 -2.7 -0.5 0.2390
N 2.251948 -6.190805 -1.641391 -0.2 3.0 0.6 -0.2197
C 2.852054 -2.639682 -1.746396 -0.2 0.3 0.3 -0.1647
C 2.767176 -1.300867 -1.323213 -0.4 -0.6 -0.7 -0.1490
C -1.389808 1.703655 0.974029 0.1 -0.3 0.4 -0.1003
C -2.677026 1.307769 1.375096 0.2 -0.4 0.0 -0.3186
H -5.904608 -0.739197 2.632315 0.3 0.3 -0.1 0.2207
H -4.399222 -0.088799 3.360374 0.1 -0.2 -0.5 0.1902
H -5.546424 1.017215 2.580255 0.1 -0.2 -0.3 0.1935
H -3.261297 -0.975117 -1.063042 -0.1 0.2 0.0 0.2411
H -1.041500 -0.185537 -1.801338 -0.3 -0.2 0.4 0.2203
H 0.946855 1.477152 -1.561699 -0.7 -0.1 -0.6 0.1930
H 1.421081 4.837882 -0.576978 -0.2 -0.2 0.2 0.2251
H 2.304369 3.644064 -1.477785 -0.4 -0.1 0.1 0.1662
H 0.657688 4.051893 -1.951460 -0.2 -0.3 0.2 0.1988
H 1.667413 0.681599 1.141587 0.7 0.3 1.2 0.2771
H 1.514009 -1.740805 1.756735 -0.3 0.0 -0.2 0.2357
H 1.607852 -4.134610 1.001558 0.0 0.6 -0.1 0.2536
H 3.359096 -2.877692 -2.677359 -0.1 0.1 0.1 0.2489
H 3.251345 -0.564782 -1.959107 -0.2 0.0 -0.1 0.2038
H -0.970185 2.533389 1.541987 0.2 -0.3 -0.2 0.2245
H -3.133602 1.747052 2.259740 0.2 0.2 -0.2 0.2302
```
Forces are in eV/Å.

The value obtained for the relative energy (zero: lowest compared OMol25 entry of this formula, charge and spin) is 211.5 kJ/mol. The total charge is +1. The structure (SMILES) is COc1ccc([C@@H](OC)[C@H]([N+]#N)c2ccc(C#N)cc2)cc1.



No. 4
15 unconnected molecules or ions with the total composition C30H45N15. Source: OMol25; level of theory: wB97M-V/def2-TZVPD.

Geometry as XYZ:
```
90
Properties=species:S:1:pos:R:3:forces:R:3:lowdin_charge:R:1
C -1.980414 -1.601250 -4.193869 0.1 -0.3 -1.2 -0.0530
C -0.628428 -1.580335 -3.700247 3.9 0.5 2.7 -0.2458
N 0.455910 -1.523871 -3.236807 -3.5 -0.2 -1.5 0.1662
H -2.739357 -1.948540 -3.492707 0.4 0.2 0.1 0.0612
H -1.906796 -2.294844 -5.034237 -0.5 -0.1 -0.1 0.0967
H -2.212372 -0.621269 -4.615184 -0.2 -0.1 0.2 0.0696
C 4.421889 -1.783179 5.327002 -0.1 0.8 0.7 -0.0874
C 5.343305 -2.728720 5.931266 1.7 -2.3 0.3 -0.2741
N 6.093831 -3.524879 6.344644 -1.6 1.9 -0.8 0.1161
H 4.309419 -0.986679 6.066497 -0.2 0.1 -0.1 0.0733
H 3.434449 -2.192172 5.124542 0.1 -0.3 0.0 0.0614
H 4.826266 -1.314259 4.437163 0.1 -0.2 -0.2 0.0711
C -5.469881 2.289606 -0.932611 0.8 -0.4 0.0 -0.0349
C -4.209993 1.608859 -1.296171 -2.9 1.2 0.5 -0.2986
N -3.270109 1.085541 -1.634953 2.3 -1.1 -0.8 0.1764
H -5.592538 2.203207 0.143122 -0.3 0.0 0.0 0.0706
H -6.318839 1.857145 -1.469668 0.2 0.1 0.1 0.0855
H -5.328728 3.333498 -1.185716 -0.3 0.2 -0.1 0.0870
C 6.319931 2.089337 4.053361 0.2 -0.7 -0.9 -0.0663
C 4.981831 1.883608 4.567132 -1.7 0.6 0.9 -0.2560
N 3.895596 1.775720 4.963248 1.6 -0.1 -0.5 0.1573
H 6.942416 2.791087 4.593535 -0.3 0.2 0.2 0.0885
H 6.253270 2.375699 2.996396 0.0 0.2 0.3 0.0682
H 6.799411 1.118045 4.073975 0.4 -0.2 0.0 0.0773
C -0.694423 2.925373 -3.013157 0.0 -0.1 1.1 -0.0745
C 0.733730 2.676488 -3.104704 0.3 -0.2 -0.7 -0.2723
N 1.854526 2.465082 -3.240443 -0.1 0.1 0.2 0.1446
H -1.269715 2.004780 -3.148541 0.2 0.2 -0.1 0.0375
H -1.024866 3.732553 -3.659308 0.1 -0.1 -0.2 0.0835
H -0.847413 3.232225 -1.971990 -0.3 0.1 -0.1 0.0710
C -5.566349 -2.269093 -2.174046 -0.4 0.0 -1.0 -0.0699
C -5.003251 -1.746474 -0.953712 1.6 1.2 3.7 -0.2842
N -4.535850 -1.354651 0.058848 -1.5 -1.2 -3.3 0.1491
H -4.810843 -2.311527 -2.963933 -0.1 0.0 0.2 0.0666
H -6.361844 -1.613754 -2.544138 0.1 0.0 0.1 0.0753
H -5.992203 -3.267798 -2.064727 0.1 0.1 0.3 0.0919
C 2.006730 -4.269510 -1.702237 0.1 0.1 -0.1 -0.1070
C 1.500542 -4.558394 -3.024801 -2.2 -0.9 -4.4 -0.3144
N 1.036965 -4.765004 -4.098466 1.8 0.7 4.0 0.1127
H 1.417332 -3.445409 -1.292160 0.1 -0.2 0.1 0.0484
H 3.035188 -3.948257 -1.824087 0.2 0.1 0.2 0.0748
H 1.956514 -5.166628 -1.084865 -0.1 0.2 0.1 0.0751
C -3.968581 1.952691 -4.864302 0.9 -0.5 -0.3 -0.0819
C -5.185053 1.217121 -4.636860 -4.5 -2.4 1.1 -0.2671
N -6.177948 0.596261 -4.427303 3.9 2.3 -0.7 0.1326
H -4.054655 3.026379 -4.761140 -0.3 0.1 0.0 0.0890
H -3.623979 1.699494 -5.870139 0.1 0.2 0.0 0.0956
H -3.225913 1.585768 -4.149825 -0.1 0.1 -0.1 0.0286
C -3.357138 -4.692316 -0.182396 0.2 0.7 0.1 -0.0617
C -1.977530 -5.014729 -0.491601 0.7 -0.7 -0.2 -0.2532
N -0.893718 -5.297372 -0.757958 -0.4 0.3 0.2 0.1657
H -4.045130 -5.486839 -0.430529 0.0 -0.3 -0.1 0.0863
H -3.592674 -3.794588 -0.745561 -0.2 0.0 0.0 0.0341
H -3.439498 -4.430487 0.868577 -0.1 -0.1 0.1 0.0906
C 1.665639 2.633065 3.138709 -1.0 0.4 -0.3 -0.0994
C 0.906717 3.046794 1.946776 0.3 -0.5 0.0 -0.2870
N 0.320207 3.328331 0.999468 -0.1 0.0 -0.1 0.1340
H 2.239262 1.726005 2.952829 -0.1 0.2 0.0 0.0393
H 0.895192 2.453625 3.899132 0.4 -0.1 0.1 0.0616
H 2.292492 3.472128 3.423613 0.2 -0.1 0.2 0.0616
C -0.562312 -0.988786 0.356591 0.0 -0.1 -0.2 -0.0574
C 0.480446 -0.793579 1.366697 0.2 0.2 0.6 -0.2311
N 1.273798 -0.626532 2.190059 -0.5 -0.1 -0.8 0.1558
H -1.493607 -1.339318 0.799972 0.1 0.1 0.2 0.0708
H -0.247337 -1.739663 -0.368183 0.1 0.1 0.0 0.0514
H -0.762981 -0.060061 -0.179886 0.1 0.0 0.1 0.0650
C -3.125154 2.277359 1.568495 -0.1 -0.2 0.1 -0.0924
C -2.433561 2.361634 2.851684 1.2 0.4 2.2 -0.2559
N -1.879658 2.419860 3.880057 -1.2 -0.2 -2.3 0.1411
H -2.408560 2.184723 0.754644 0.1 0.1 0.1 0.0491
H -3.771831 3.139574 1.380870 0.2 0.0 0.2 0.0830
H -3.740645 1.379708 1.589230 -0.1 -0.1 -0.1 0.0723
C 0.734651 -0.292211 5.323419 0.3 -0.3 -0.1 -0.0944
C 0.709854 -1.714030 5.672937 -0.1 0.2 -0.1 -0.2949
N 0.684508 -2.830968 5.937443 0.1 0.0 0.0 0.1242
H 1.748351 -0.022476 5.006879 -0.2 0.1 0.1 0.0409
H 0.452688 0.296468 6.187341 -0.1 0.2 0.1 0.0827
H 0.053774 -0.110102 4.493871 0.0 0.1 0.1 0.0501
C 3.598032 3.416461 -0.009213 1.3 0.3 -0.2 -0.0724
C 4.223829 4.023802 1.175374 -2.0 -1.6 -2.2 -0.2757
N 4.653846 4.404415 2.144721 1.3 1.1 2.4 0.1490
H 2.788778 4.013073 -0.396257 -0.3 0.1 0.0 0.0638
H 3.296484 2.381544 0.139330 -0.1 0.1 0.3 0.0798
H 4.411051 3.415196 -0.736794 -0.2 -0.1 -0.4 0.0798
C 4.081163 -0.537781 -3.357393 -0.2 0.3 -0.1 -0.0869
C 4.216470 -0.853152 -4.780126 0.0 -0.7 -0.7 -0.2864
N 4.281221 -1.149129 -5.895310 0.0 0.4 0.9 0.1173
H 4.864702 -0.988932 -2.742193 -0.1 0.0 -0.3 0.0773
H 3.095314 -0.870047 -3.007865 0.2 0.1 -0.1 0.0476
H 4.144150 0.550299 -3.281098 -0.1 -0.1 0.3 0.0590
```
Forces are in eV/Å.

The value obtained for the relative energy (zero: lowest compared OMol25 entry of this formula, charge and spin) is 23.3 kJ/mol.



HOMO level values, unit eV, following the record order: -10.34 -11.72 -11.55 -10.96.
Calculated total energy values, unit Eh, following the record order: -246.22579 -4253.29234 -971.73626 -1991.32324.
HOMO-LUMO gap values, unit eV, following the record order: 10.20 8.84 4.79 10.68.